Record 1
{"formula": "C22H25F6N6O4S5Tc", "method": "ωB97M-V/def2-TZVPD", "symbols": ["Tc", "C", "C", "S", "C", "C", "S", "C", "C", "S", "H", "H", "H", "H", "H", "H", "H", "H", "H", "H", "H", "H", "F", "C", "F", "F", "S", "O", "O", "N", "S", "O", "O", "C", "F", "F", "F", "C", "C", "C", "C", "C", "C", "N", "N", "C", "C", "C", "C", "C", "N", "H", "H", "H", "H", "H", "H", "H", "H", "H", "N", "C", "C", "C", "N", "H", "H", "H", "H"], "coordinates": [[0.16348, -0.64717, -0.46696], [-2.91775, -3.92505, 0.61161], [-1.47153, -3.89029, 1.08147], [-0.23059, -3.17068, -0.04667], [-0.70064, -3.73287, -1.68954], [-1.68512, -2.86966, -2.48146], [-1.76373, -1.10460, -2.06304], [-3.48881, -0.76161, -1.54165], [-4.28160, -1.86637, -0.86492], [-3.75649, -2.34223, 0.79194], [-3.42879, -4.62721, 1.27046], [-3.03115, -4.32250, -0.39584], [-1.09530, -4.89626, 1.27383], [-1.38622, -3.31489, 2.00450], [-1.08015, -4.74794, -1.57356], [0.23672, -3.82130, -2.23150], [-2.69949, -3.24077, -2.40177], [-1.41568, -2.91703, -3.53496], [-3.99246, -0.45168, -2.45742], [-3.40471, 0.10163, -0.88393], [-4.41107, -2.75443, -1.47925], [-5.28393, -1.45317, -0.74210], [1.44400, 4.57105, 2.71283], [0.18247, 4.24745, 2.49817], [-0.58134, 4.63555, 3.49027], [-0.23473, 4.77222, 1.35249], [0.15006, 2.40349, 2.34295], [1.03680, 2.14838, 1.22289], [0.48297, 1.78061, 3.59204], [-1.39715, 2.21631, 1.91330], [-1.99323, 0.79585, 1.78354], [-3.29575, 0.80255, 1.22929], [-1.05671, -0.22689, 1.08244], [-2.09498, -0.06934, 3.45164], [-0.91692, -0.61871, 3.76243], [-2.99829, -1.01859, 3.35383], [-2.43406, 0.81956, 4.34675], [3.64318, -1.60071, 3.97436], [4.51859, -0.96883, 3.03459], [4.01671, -0.50811, 1.86595], [2.61273, -0.69925, 1.58836], [1.73616, -1.32982, 2.53093], [2.24457, -1.75577, 3.71206], [2.03080, -0.19332, 0.42593], [2.76125, 0.71364, -0.12667], [2.12230, 1.41977, -1.10069], [2.78814, 2.50597, -1.64899], [2.10209, 3.31818, -2.55730], [0.80190, 3.00269, -2.86391], [0.19087, 1.86367, -2.27840], [0.83536, 1.09194, -1.43091], [4.04945, -1.96557, 4.91251], [5.56864, -0.85374, 3.26974], [4.64160, -0.00558, 1.14266], [0.67391, -1.37715, 2.32655], [1.60095, -2.19004, 4.46666], [3.80552, 2.71011, -1.34142], [2.58341, 4.18215, -2.99766], [0.22647, 3.61024, -3.55078], [-0.83208, 1.59540, -2.51192], [2.31792, -2.42758, -1.84530], [2.86158, -2.78360, -3.01732], [2.14491, -2.15082, -4.01430], [1.17130, -1.41986, -3.34684], [1.26551, -1.59565, -2.01952], [2.58369, -2.74130, -0.92544], [3.69507, -3.46939, -3.06681], [2.31083, -2.21285, -5.07801], [0.39166, -0.79577, -3.75867]], "total_charge": 3, "spin_multiplicity": 4, "s2": 3.838, "gap_ev": [5.123, 3.310], "lumo_ev": [-11.109, -12.916]}

=====

Record 2
{"formula": "C22H25LiN3O3", "method": "ωB97M-V/def2-TZVPD", "symbols": ["C", "C", "H", "H", "C", "C", "H", "H", "C", "H", "H", "H", "C", "H", "H", "H", "Li", "O", "C", "O", "C", "O", "N", "C", "C", "H", "H", "H", "H", "C", "C", "H", "H", "H", "C", "C", "C", "C", "N", "C", "C", "C", "C", "C", "C", "N", "H", "H", "H", "H", "H", "H", "H", "H"], "coordinates": [[-0.48608, -2.24783, -4.47979], [-1.19440, -1.16920, -4.85954], [-0.89943, -2.97886, -3.73996], [0.61218, -2.35400, -4.40714], [-1.71282, 0.14105, -4.44787], [-1.77183, 0.95706, -3.26478], [-1.51759, 0.34499, -2.36033], [-0.80394, 1.51790, -3.20865], [-1.65172, -1.71405, -6.21562], [-1.27361, -2.77049, -6.28384], [-1.21338, -1.13382, -7.03512], [-2.74605, -1.71162, -6.26011], [-2.36889, 0.86109, -5.69276], [-3.34057, 0.42622, -6.02544], [-1.71240, 0.81360, -6.58654], [-2.56106, 1.93030, -5.46570], [0.63220, 0.79152, 2.34778], [0.43370, 0.20239, 0.49664], [1.32016, 0.10405, -0.38200], [1.98391, 2.11751, 1.71306], [2.31192, 2.26310, 0.49117], [3.10041, 3.25869, 0.08959], [1.97838, 1.38396, -0.61753], [3.39101, 3.08374, -1.34160], [2.55407, 1.94604, -1.84174], [4.46243, 2.83511, -1.43673], [3.18159, 4.04555, -1.83428], [3.12712, 1.14276, -2.31572], [1.77080, 2.28773, -2.54790], [1.67228, -1.29471, -1.21262], [0.74218, -2.29793, -0.85273], [1.53066, -0.76756, -2.20968], [-0.29420, -1.90042, -1.21053], [0.60773, -3.26631, -1.42172], [-3.09229, 1.97290, 4.20692], [-2.93330, 1.34735, 5.45476], [-1.90070, 0.42804, 5.62592], [-0.99830, 0.19986, 4.57252], [-1.12117, 0.86459, 3.39894], [-2.16536, 1.67276, 3.19282], [0.13177, -0.76846, 4.67262], [0.36710, -1.53346, 5.83048], [1.43999, -2.42418, 5.85383], [2.21513, -2.58306, 4.69650], [1.90364, -1.79898, 3.57126], [0.93162, -0.88039, 3.58707], [-3.89104, 2.67720, 4.00537], [-3.60506, 1.56483, 6.27989], [-1.75492, -0.11860, 6.55866], [-2.26098, 2.10215, 2.18839], [-0.29526, -1.39742, 6.68389], [1.65586, -2.98436, 6.75971], [3.04613, -3.28087, 4.64683], [2.46238, -1.90750, 2.63333]], "total_charge": 1, "spin_multiplicity": 1, "gap_ev": [5.405, 5.072], "lumo_ev": [-5.045, -5.058]}